15
Properties=species:S:1:pos:R:3:nbo_charge:R:1 method="wB97M-V/def2-TZVPD" de_lowest_kj_mol=460.2 total_energy_ev=-9196.863 largest_force_ev_per_a=0.664 total_charge=0 orbital_gap_ha=0.3475 e_homo_ev=-8.40 multiplicity=1
N -0.859 -0.885 0.480 -0.333
C 1.424 0.688 -0.051 -0.030
N -0.506 -1.943 -0.375 -0.650
N -2.086 1.117 0.177 -0.645
C 0.221 1.146 -0.257 -0.112
C 2.614 0.196 0.101 -0.446
N -0.950 0.377 -0.180 -0.163
H -0.158 -0.853 1.226 0.342
H -1.278 -2.109 -1.014 0.349
H 0.330 -1.734 -0.925 0.335
H -2.910 0.632 -0.166 0.359
H -2.172 1.214 1.191 0.335
H 0.038 2.172 -0.538 0.238
H 3.126 0.219 1.052 0.212
H 3.166 -0.238 -0.721 0.208

***

49
Properties=species:S:1:pos:R:3:nbo_charge:R:1 method="wB97M-V/def2-TZVPD" de_lowest_kj_mol=114.1 total_energy_ev=-27471.034 largest_force_ev_per_a=2.322 total_charge=+1 orbital_gap_ha="0.1299 / 0.1300" e_homo_ev="-7.68 / -7.68" multiplicity=1
C 0.867 -3.814 -1.937 0.165
C 1.578 -4.399 -0.782 -0.686
C -0.384 -4.485 -2.355 -0.696
C 1.709 -3.249 -3.012 -0.691
H -0.151 -5.455 -2.838 0.241
H -0.950 -3.902 -3.087 0.220
H -1.038 -4.710 -1.507 0.221
H 2.040 -5.362 -1.075 0.228
H 0.909 -4.610 0.057 0.218
H 2.388 -3.753 -0.431 0.230
H 2.178 -4.067 -3.593 0.233
H 2.524 -2.637 -2.615 0.227
H 1.133 -2.650 -3.722 0.220
C -1.928 -0.226 1.821 -0.337
C -2.302 -0.983 0.661 -0.360
C -1.272 -1.971 0.434 -0.386
H -3.275 -0.942 0.175 0.258
C -0.270 -1.810 1.460 -0.351
C -0.710 -0.770 2.341 -0.311
H -0.234 -0.488 3.283 0.260
H -2.560 0.510 2.318 0.253
H -1.333 -2.828 -0.237 0.266
H 0.594 -2.463 1.609 0.270
C 0.164 1.451 -2.048 -0.318
C -1.228 1.556 -1.724 -0.344
C -1.811 0.248 -1.814 -0.353
H -1.787 2.483 -1.614 0.254
C -0.755 -0.680 -2.140 -0.383
C 0.475 0.068 -2.251 -0.356
H 1.437 -0.340 -2.568 0.270
H 0.855 2.285 -2.186 0.260
H -2.878 0.036 -1.822 0.258
H -0.878 -1.714 -2.463 0.265
Hf -0.380 0.133 0.008 1.573
N 2.326 5.378 3.461 -0.800
C 2.236 4.189 2.789 0.644
O 3.216 3.468 2.634 -0.581
C 0.892 3.819 2.247 -0.157
C -0.270 4.605 2.380 -0.092
C -1.468 4.132 1.841 -0.239
C -1.492 2.903 1.187 0.085
N -0.370 2.143 1.043 -0.555
C 0.814 2.602 1.571 0.103
H 3.223 5.622 3.854 0.425
H 1.547 5.976 3.658 0.393
H -0.238 5.565 2.892 0.229
H -2.400 4.696 1.914 0.250
H -2.419 2.499 0.761 0.229
H 1.674 1.942 1.422 0.249

***

51
Properties=species:S:1:pos:R:3:nbo_charge:R:1 method="wB97M-V/def2-TZVPD" total_energy_ev=-119877.740 largest_force_ev_per_a=2.857 total_charge=0 orbital_gap_ha=0.3719 e_homo_ev=-9.58 multiplicity=1
C -2.211 1.651 1.028 -0.651
C -1.474 1.385 2.405 -0.069
O -1.068 0.019 2.564 -0.706
B 0.209 -0.259 2.009 1.057
C 0.959 0.695 0.951 -0.842
C 2.302 0.118 0.399 -0.387
C 3.042 1.110 -0.580 -0.215
C 3.770 2.281 0.161 -0.622
C 2.062 1.717 -1.644 -0.620
C 0.853 -1.676 2.513 -0.426
O 0.278 -2.800 1.824 -0.275
O -0.693 -2.345 0.913 -0.466
H -2.641 0.707 0.641 0.221
H -1.491 2.127 0.326 0.204
H -3.010 2.404 1.213 0.222
H -2.257 1.563 3.183 0.179
H -0.675 2.129 2.608 0.174
H 0.248 0.806 0.094 0.252
H 1.164 1.719 1.353 0.235
H 2.131 -0.806 -0.210 0.208
H 3.011 -0.197 1.201 0.198
H 3.828 0.559 -1.149 0.208
H 4.490 2.730 -0.567 0.211
H 4.362 1.940 1.034 0.208
H 3.052 3.090 0.424 0.199
H 1.379 2.414 -1.111 0.200
H 1.455 0.902 -2.108 0.207
H 2.589 2.224 -2.480 0.214
H 1.961 -1.681 2.512 0.197
H 0.526 -1.769 3.585 0.191
H -1.510 -2.840 1.056 0.465
C -3.231 -4.990 0.579 -0.406
Cl -4.006 -3.408 0.389 -0.033
Cl -4.033 -6.221 -0.399 -0.005
H -2.193 -4.913 0.265 0.226
H -3.281 -5.281 1.623 0.229
C -5.582 4.248 0.712 -0.394
Cl -5.331 2.968 1.908 -0.021
Cl -4.279 4.295 -0.481 -0.019
H -6.521 4.065 0.197 0.224
H -5.622 5.203 1.226 0.223
C 6.379 -0.551 -3.114 -0.394
Cl 5.550 0.973 -3.454 -0.022
Cl 6.072 -1.103 -1.463 -0.020
H 6.023 -1.306 -3.808 0.223
H 7.447 -0.404 -3.242 0.223
C -2.785 -2.690 -2.870 -0.402
Cl -3.210 -1.316 -3.899 -0.028
Cl -2.652 -4.181 -3.809 -0.028
H -1.831 -2.489 -2.391 0.224
H -3.557 -2.817 -2.117 0.227

***

124
Properties=species:S:1:pos:R:3:mulliken_charge:R:1 method="wB97M-V/def2-TZVPD" de_lowest_kj_mol=185.1 total_energy_ev=-101154.970 largest_force_ev_per_a=9.606 total_charge=0 orbital_gap_ha=0.3040 e_homo_ev=-8.64 multiplicity=1
Y 23.757 -20.526 -10.816 0.790
F 21.594 -19.795 -10.010 0.424
F 24.619 -18.813 -12.159 -0.866
F 22.751 -22.625 -10.568 0.729
C 24.712 -25.561 -8.552 0.445
O 25.096 -26.659 -8.381 -0.737
N 25.398 -24.475 -8.195 -0.147
N 23.658 -25.204 -9.267 0.696
H 26.310 -24.677 -7.810 0.193
H 25.051 -23.527 -8.164 -0.088
H 23.252 -26.021 -9.700 -0.182
H 23.396 -24.230 -9.324 -0.661
C 19.604 -23.521 -11.459 0.388
O 18.414 -23.679 -11.660 -0.810
N 20.498 -23.637 -12.386 0.969
N 20.043 -22.888 -10.394 0.534
H 21.465 -23.367 -12.281 -1.136
H 20.176 -23.799 -13.329 0.354
H 21.028 -22.669 -10.443 -0.703
H 19.393 -22.351 -9.839 0.147
C 18.046 -20.165 -7.683 0.510
O 16.850 -20.387 -7.388 -0.769
N 19.106 -20.393 -6.961 -0.226
N 18.492 -19.605 -8.717 -0.201
H 19.942 -20.010 -7.378 0.181
H 18.907 -20.511 -5.977 0.191
H 19.459 -19.354 -8.865 0.003
H 17.749 -19.286 -9.322 0.186
C 22.377 -23.866 -15.835 0.763
O 22.753 -23.177 -14.918 -0.456
N 22.202 -25.103 -15.758 -0.244
N 22.317 -23.449 -17.036 -0.483
H 22.209 -25.575 -14.865 -0.040
H 22.005 -25.655 -16.581 0.192
H 21.800 -24.010 -17.699 0.138
H 22.543 -22.509 -17.329 0.246
C 20.721 -16.832 -8.817 0.469
O 19.871 -16.075 -8.503 -0.729
N 20.908 -17.143 -10.096 -0.250
N 21.441 -17.569 -8.145 0.137
H 20.198 -16.812 -10.734 0.284
H 21.263 -18.084 -10.187 0.015
H 21.465 -17.499 -7.138 0.210
H 21.756 -18.384 -8.651 -0.386
C 21.088 -28.028 -9.153 0.695
O 20.839 -26.997 -9.796 -0.479
N 20.517 -28.329 -7.981 -0.482
N 21.957 -28.929 -9.451 -0.351
H 20.730 -29.188 -7.494 0.119
H 19.799 -27.702 -7.647 0.245
H 22.247 -29.542 -8.702 0.146
H 22.358 -28.920 -10.378 0.247
C 24.863 -17.459 -9.194 0.187
O 24.046 -18.359 -9.462 0.129
N 24.584 -16.312 -8.756 -0.344
N 26.131 -17.564 -9.274 -0.474
H 23.644 -16.019 -8.530 0.219
H 25.374 -15.685 -8.704 0.122
H 26.519 -18.300 -9.847 0.141
H 26.861 -16.882 -9.123 0.142
C 18.978 -27.022 -14.193 0.417
O 18.770 -27.990 -14.915 -0.706
N 20.126 -26.843 -13.488 -0.039
N 18.207 -26.029 -13.958 -0.335
H 20.967 -27.389 -13.611 0.123
H 20.190 -25.932 -13.057 -0.014
H 18.050 -25.888 -12.970 0.172
H 17.348 -26.131 -14.479 0.272
C 27.097 -20.907 -9.484 0.330
O 25.916 -20.791 -9.907 -0.501
N 27.791 -21.987 -9.600 -0.204
N 27.787 -20.022 -8.776 -0.423
H 28.736 -21.833 -9.279 0.146
H 27.421 -22.773 -10.116 0.040
H 28.731 -20.147 -8.441 0.156
H 27.263 -19.255 -8.380 0.350
C 21.179 -20.322 -13.125 0.356
O 22.330 -20.632 -12.678 -0.474
N 20.296 -19.770 -12.383 -0.183
N 20.682 -20.671 -14.205 -0.369
H 19.420 -19.657 -12.874 0.153
H 20.576 -19.698 -11.416 -0.139
H 19.714 -20.505 -14.437 0.157
H 21.244 -21.319 -14.740 0.098
C 23.160 -21.284 -7.528 -0.261
O 23.832 -20.806 -8.437 0.068
N 23.521 -21.990 -6.458 -0.169
N 21.857 -21.425 -7.524 0.019
H 24.511 -22.111 -6.301 0.263
H 22.736 -22.343 -5.930 0.301
H 21.417 -21.404 -8.433 -0.519
H 21.281 -21.736 -6.756 0.527
C 21.100 -24.394 -5.960 0.745
O 21.663 -23.469 -5.414 -0.853
N 20.797 -25.528 -5.293 -0.443
N 20.768 -24.402 -7.147 0.060
H 21.110 -25.603 -4.336 0.208
H 20.281 -26.277 -5.733 0.058
H 20.515 -25.359 -7.347 0.046
H 21.096 -23.757 -7.851 -0.009
C 25.906 -21.772 -13.037 0.072
O 25.134 -21.764 -12.114 0.407
N 27.105 -21.272 -12.998 -0.198
N 25.633 -22.220 -14.228 -0.273
H 27.439 -20.869 -12.135 0.201
H 27.618 -21.232 -13.867 0.138
H 24.643 -22.227 -14.431 0.130
H 26.190 -22.144 -15.066 0.201
C 24.077 -25.993 -12.766 0.274
O 24.659 -27.021 -13.170 -0.852
N 22.979 -25.983 -12.130 1.047
N 24.470 -24.769 -13.034 0.702
H 22.669 -26.931 -11.970 -0.139
H 22.545 -25.102 -11.896 -0.754
H 25.300 -24.567 -13.573 0.334
H 24.005 -23.903 -12.802 -0.954
C 28.609 -24.876 -11.880 0.619
O 28.643 -24.430 -13.053 -0.703
N 27.603 -25.132 -11.194 -0.167
N 29.637 -25.098 -11.108 -0.501
H 27.807 -25.821 -10.484 0.266
H 26.712 -25.167 -11.670 -0.058
H 29.759 -25.312 -10.128 0.195
H 30.410 -24.744 -11.653 0.244

***

19
Properties=species:S:1:pos:R:3:nbo_charge:R:1 method="wB97M-V/def2-TZVPD" de_lowest_kj_mol=436.2 total_energy_ev=-19732.575 largest_force_ev_per_a=4.247 total_charge=0 orbital_gap_ha=0.3338 e_homo_ev=-8.36 multiplicity=1
C 0.481 0.575 -1.132 -0.232
C 0.535 -0.609 1.048 -0.080
C -0.411 0.085 -0.012 -0.108
C -1.378 1.193 0.484 -0.607
C -1.421 -1.000 -0.565 -0.608
N 1.877 -0.446 -0.735 -0.267
O 1.346 -1.323 0.199 -0.374
S 3.077 0.683 -0.115 0.088
H 0.196 0.211 -2.115 0.213
H 0.694 1.608 -1.138 0.205
H 1.076 0.022 1.686 0.184
H 0.008 -1.348 1.741 0.197
H -1.960 1.420 -0.355 0.206
H -0.858 2.101 0.904 0.211
H -2.053 0.926 1.352 0.216
H -2.009 -1.347 0.355 0.207
H -0.861 -1.954 -0.886 0.228
H -2.032 -0.557 -1.320 0.206
H 3.694 -0.240 0.603 0.115